Arrangement i

Molecular formula: C4H3NO3
Method: DFT, ωB97M-V/def2-TZVPD

ORCA input file:
```
! RIJCOSX wB97M-V def2-TZVPD def2/J DEFGRID3
* xyz 0 1
O -1.634 -1.519 -0.212
C -0.566 -0.956 -0.107
N 0.619 -1.659 0.045
C 1.585 -0.755 0.216
O 1.454 0.588 -0.228
C 0.423 1.355 -0.143
C -0.736 0.590 -0.133
O -2.111 0.841 0.259
H 2.813 -0.835 0.471
H 0.602 2.402 -0.016
H -2.449 -0.050 -0.153
*
```

Calculated values
Lowest unoccupied orbital energy ... -0.400 eV
SMILES ... O=c1ncocc1O
HOMO-LUMO gap ... 8.87 eV
HOMO energy ... -9.270 eV

***

Arrangement ii

Molecular formula: C4H3NO3
Method: DFT, ωB97M-V/def2-TZVPD

ORCA input file:
```
! RIJCOSX wB97M-V def2-TZVPD def2/J DEFGRID3
* xyz 0 1
O 2.510 -1.160 -0.188
C 1.329 -0.863 -0.043
O 0.255 -1.822 -0.203
C -1.145 -1.065 0.056
O -2.139 -1.641 -0.306
C -0.818 0.472 0.404
N -0.303 1.118 -0.802
C 0.701 0.491 0.072
H -1.332 1.055 1.180
H -0.121 2.232 -0.873
H 1.062 1.183 0.703
*
```

Calculated values
Lowest unoccupied orbital energy ... -0.045 eV
SMILES ... O=C1OC(=O)[C@@H]2N[C@H]12
HOMO-LUMO gap ... 10.39 eV
HOMO energy ... -10.434 eV

***

Arrangement iii

Molecular formula: C4H3NO3
Method: DFT, ωB97M-V/def2-TZVPD

ORCA input file:
```
! RIJCOSX wB97M-V def2-TZVPD def2/J DEFGRID3
* xyz 0 1
C 1.110 0.052 -0.220
C -0.659 0.948 -0.142
C -1.391 -0.859 0.107
C -0.078 -0.359 -0.226
H 3.130 -0.167 0.284
H -1.726 -1.294 1.049
H -2.015 -1.448 -0.716
N 0.118 1.984 0.131
O 2.261 -0.731 -0.021
O 1.292 1.336 -0.111
O -2.041 0.538 -0.136
*
```

Calculated values
Lowest unoccupied orbital energy ... 0.455 eV
HOMO-LUMO gap ... 10.21 eV
HOMO energy ... -9.757 eV

***

The most stable arrangement is arrangement ii, and the next structure is 0.231 eV less stable.

***

Arrangement i

Molecular formula: C13H18N2O5
Method: DFT, ωB97M-V/def2-TZVPD

ORCA input file:
```
! RIJCOSX wB97M-V def2-TZVPD def2/J DEFGRID3
* xyz 0 1
C 0.193 -3.623 1.688
C 1.556 -3.091 1.946
O 2.313 -4.271 2.385
C 2.239 -2.425 0.685
N 3.796 -2.259 1.014
C 1.541 -1.148 0.366
O 1.799 -0.064 0.892
N 0.366 -1.261 -0.472
C -0.622 -0.348 -0.603
C 0.063 0.807 -1.446
C -0.565 2.139 -1.316
C -0.144 2.851 -0.073
C -0.893 4.004 0.257
C -1.903 4.496 -0.697
O -2.437 5.618 -0.356
C -2.300 3.776 -1.842
C -1.475 2.735 -2.229
C -1.870 -0.907 -1.134
O -2.096 -1.974 -1.767
O -2.853 0.041 -0.896
H -0.096 -4.364 2.487
H -0.679 -2.974 1.998
H 0.029 -4.151 0.691
H 1.462 -2.408 2.780
H 3.261 -3.944 2.352
H 2.108 -3.008 -0.153
H 3.978 -1.630 0.085
H 3.731 -1.459 1.851
H 0.098 -2.276 -0.516
H -0.666 0.041 0.373
H 1.015 0.912 -0.951
H 0.151 0.238 -2.409
H 0.518 2.512 0.799
H -0.729 4.593 1.215
H -3.387 5.687 -0.918
H -3.193 4.088 -2.561
H -1.693 2.166 -3.040
H -2.617 0.877 -0.484
*
```

Calculated values
Lowest unoccupied orbital energy ... 0.372 eV
SMILES ... C[C@@H](O)[C@H](N)C(=O)N[C@@H](Cc1ccc(O)cc1)C(=O)O
HOMO-LUMO gap ... 8.71 eV
HOMO energy ... -8.334 eV

***

Arrangement ii

Molecular formula: C13H18N2O5
Method: DFT, ωB97M-V/def2-TZVPD

ORCA input file:
```
! RIJCOSX wB97M-V def2-TZVPD def2/J DEFGRID3
* xyz 0 1
C 1.327 -1.830 1.807
C 1.137 -2.368 0.407
O -0.158 -2.093 -0.131
C 2.176 -1.833 -0.599
N 3.491 -2.341 -0.276
C 2.211 -0.287 -0.614
O 3.279 0.322 -0.524
N 1.023 0.319 -0.715
C 0.826 1.773 -0.752
C -0.586 2.081 -1.266
C -1.656 1.144 -0.741
C -2.031 1.142 0.618
C -2.952 0.223 1.106
C -3.538 -0.696 0.244
O -4.439 -1.568 0.773
C -3.191 -0.709 -1.115
C -2.256 0.221 -1.586
C 1.109 2.444 0.606
O 0.331 3.176 1.162
O 2.311 2.185 1.137
H 1.111 -0.732 1.861
H 2.350 -2.038 2.161
H 0.623 -2.288 2.506
H 1.288 -3.437 0.419
H -0.823 -2.096 0.606
H 1.835 -2.140 -1.604
H 3.805 -3.007 -0.959
H 4.128 -1.584 -0.243
H 0.244 -0.269 -0.633
H 1.559 2.191 -1.472
H -0.810 3.136 -0.981
H -0.583 2.009 -2.377
H -1.564 1.866 1.291
H -3.234 0.224 2.142
H -4.794 -2.123 0.068
H -3.640 -1.417 -1.809
H -1.991 0.215 -2.615
H 2.861 1.625 0.549
*
```

Calculated values
Lowest unoccupied orbital energy ... 0.520 eV
SMILES ... C[C@@H](O)[C@H](N)C(=O)N[C@@H](Cc1ccc(O)cc1)C(=O)O
HOMO-LUMO gap ... 9.33 eV
HOMO energy ... -8.806 eV

***

The most stable arrangement is arrangement ii, and the next structure is 4.987 eV less stable.